No. 1
Computed, not measured: 2 unconnected molecules or ions with the total composition C6H16NO, with ωB97M-V/def2-TZVPD.

Structure (XYZ):
```
24
Properties=species:S:1:pos:R:3
C 1.43 1.95 -0.32
C 0.02 2.34 0.13
C -1.03 1.74 -0.82
C -0.22 1.88 1.57
H 2.17 2.40 0.35
H 1.50 0.86 -0.29
H 1.62 2.30 -1.34
H -0.05 3.44 0.10
H -2.04 2.05 -0.53
H -0.95 0.65 -0.71
H -0.83 2.06 -1.85
H 0.53 2.28 2.26
H -1.22 2.18 1.91
H -0.14 0.78 1.58
C 0.39 -3.41 -1.05
N -0.74 -3.07 -0.20
C -0.34 -1.99 0.76
O 0.10 -0.86 0.21
H 0.86 -2.53 -1.51
H 0.08 -4.12 -1.83
H 1.15 -3.91 -0.44
H -1.44 -2.64 -0.79
H 0.40 -2.50 1.42
H -1.26 -1.86 1.39
```

As for the energy above the lowest of the compared OMol25 structures with the same formula, charge and spin: 2.4 kJ/mol. As for the largest force on an atom: 0.6 eV/A. For the energy, the calculation gives -368.192160 Eh. The highest occupied orbital energy is -0.1074 hartree. As for the total charge: -1. The frontier orbital gap comes out at 0.2597 Eh. The LUMO energy comes out at 0.1523 Ha.

No. 2
Computed, not measured: 2 unconnected molecules or ions with the total composition C6H16NO at a distorted geometry, with ωB97M-V/def2-TZVPD.

Structure (XYZ):
```
24
Properties=species:S:1:pos:R:3
O 0.03 -2.33 0.26
C 0.21 -2.45 -0.94
C -0.15 -1.39 -1.92
C 1.03 -1.12 -2.88
H 0.64 -3.39 -1.28
H -0.46 -0.49 -1.40
H -1.02 -1.76 -2.47
H 1.80 -0.51 -2.42
H 0.66 -0.56 -3.74
H 1.51 -2.06 -3.15
C -0.33 0.58 1.92
C -0.25 1.76 0.95
C -1.53 2.57 0.98
N 0.89 -0.28 1.83
H -0.44 0.94 2.94
H -1.19 -0.04 1.70
H -0.03 1.38 -0.05
H 0.60 2.37 1.25
H -2.41 1.95 0.81
H -1.63 3.06 1.95
H -1.54 3.31 0.19
H 0.78 -1.08 1.17
H 1.72 0.24 1.57
H 1.10 -0.71 2.73
```

As for the energy above the lowest of the compared OMol25 structures with the same formula, charge and spin: 54.7 kJ/mol. As for the largest force on an atom: 1.1 eV/A. For the energy, the calculation gives -367.961626 Eh. The highest occupied orbital energy is -0.5187 hartree. As for the total charge: +1. The frontier orbital gap comes out at 0.4062 Eh. The LUMO energy comes out at -0.1125 Ha.

No. 3
Computed, not measured: a gas-phase ion, C6H16NO (charge +1) at a distorted geometry, with ωB97M-V/def2-TZVPD.

Structure (XYZ):
```
24
Properties=species:S:1:pos:R:3
C -0.94 -1.06 -1.88
C -0.44 1.48 -2.31
C 0.32 -1.69 1.39
C 1.66 0.62 1.12
C -0.19 0.26 -1.38
C 0.31 -0.12 1.23
N -0.68 0.49 2.23
O -0.52 0.58 -0.08
H -0.71 -1.28 -3.00
H -0.52 -1.86 -1.23
H -2.06 -0.92 -1.72
H 0.15 2.35 -1.96
H -1.50 1.82 -2.52
H 0.00 1.11 -3.32
H 0.99 -2.19 0.71
H 0.73 -1.79 2.37
H -0.65 -2.09 1.41
H 1.44 1.58 0.86
H 2.24 0.50 2.05
H 2.01 0.20 0.14
H 0.99 -0.03 -1.38
H -0.34 1.40 2.78
H -0.91 -0.12 3.00
H -1.39 0.76 1.50
```

Its SMILES is CC(C)OC(C)(C)[NH3+]. As for the energy above the lowest of the compared OMol25 structures with the same formula, charge and spin: 287.2 kJ/mol. As for the largest force on an atom: 4.2 eV/A. For the energy, the calculation gives -367.873045 Eh. The highest occupied orbital energy is -0.5030 hartree. As for the total charge: +1. The frontier orbital gap comes out at 0.3738 Eh. The LUMO energy comes out at -0.1292 Ha.

No. 4
Computed, not measured: a gas-phase ion, C6H16NS (charge +1) at a distorted geometry, with ωB97M-V/def2-TZVPD.

Structure (XYZ):
```
24
Properties=species:S:1:pos:R:3
C 1.80 -0.71 2.23
C -0.62 2.62 -0.41
C 0.67 -2.59 -0.36
C 0.41 -1.23 1.89
C -1.31 1.48 -1.23
C -0.08 -1.56 0.39
N -1.00 1.30 -2.64
S -1.22 -0.56 -0.28
H 1.80 -0.18 3.18
H 2.61 -1.43 2.10
H 2.25 0.13 1.73
H -0.85 2.55 0.67
H -0.87 3.62 -0.76
H 0.47 2.48 -0.36
H 1.68 -2.24 -0.59
H 0.73 -3.48 0.30
H 0.13 -2.87 -1.27
H -0.35 -0.50 2.38
H 0.35 -2.15 2.37
H -2.47 1.60 -1.04
H -0.99 2.01 -3.35
H -1.51 0.56 -2.97
H -0.04 0.90 -2.73
H -1.57 0.26 0.75
```

As for the energy above the lowest of the compared OMol25 structures with the same formula, charge and spin: 418.4 kJ/mol. As for the largest force on an atom: 4.0 eV/A. For the energy, the calculation gives -690.752180 Eh. The highest occupied orbital energy (spin up / spin down) is -0.4055 / -0.4055 hartree. As for the total charge: +1. The frontier orbital gap (spin up / spin down) comes out at 0.2794 / 0.2795 Eh. The LUMO energy (spin up / spin down) comes out at -0.1261 / -0.1260 Ha.

No. 5
Computed, not measured: 2 unconnected molecules or ions with the total composition C6H16NS at a distorted geometry, with ωB97M-V/def2-TZVPD.

Structure (XYZ):
```
24
Properties=species:S:1:pos:R:3
C 2.45 -1.10 0.44
C 1.18 -0.70 -1.72
C -0.04 0.39 1.71
C -3.08 0.11 -0.09
C 1.10 -0.82 -0.23
C 0.53 0.46 0.31
N -1.82 0.76 -0.59
S 0.93 1.97 -0.31
H 3.17 -0.35 0.12
H 2.27 -1.11 1.56
H 2.73 -2.10 0.27
H 1.95 0.05 -1.87
H 1.49 -1.54 -2.39
H 0.26 -0.47 -2.08
H 0.78 0.33 2.46
H -0.62 -0.57 1.68
H -0.52 1.30 1.97
H -2.68 -0.92 0.13
H -3.41 0.59 0.84
H -3.89 0.35 -0.75
H 0.52 -1.62 0.03
H -1.71 0.49 -1.64
H -2.00 1.85 -0.53
H 0.41 2.64 0.71
```

As for the energy above the lowest of the compared OMol25 structures with the same formula, charge and spin: 249.0 kJ/mol. As for the largest force on an atom: 3.5 eV/A. For the energy, the calculation gives -690.816700 Eh. The highest occupied orbital energy is -0.5081 hartree. As for the total charge: +1. The frontier orbital gap comes out at 0.3258 Eh. The LUMO energy comes out at -0.1822 Ha.

No. 6
Computed, not measured: 2 unconnected molecules or ions with the total composition C6H16O at a distorted geometry, with ωB97M-V/def2-TZVPD.

Structure (XYZ):
```
23
Properties=species:S:1:pos:R:3
C 1.17 -1.34 -2.31
C 0.31 -1.70 -1.01
C -0.22 -0.52 -0.22
C 0.86 0.49 0.19
C -1.02 -0.98 0.97
C -1.61 0.13 1.76
H 2.20 -1.43 -2.09
H 1.03 -0.35 -2.73
H 0.85 -2.01 -3.19
H -0.65 -2.26 -1.38
H 1.05 -2.47 -0.51
H -1.01 -0.05 -0.84
H 1.82 0.23 -0.46
H 0.40 1.48 0.11
H 1.48 0.25 1.13
H -0.38 -1.72 1.56
H -1.79 -1.64 0.59
H -0.79 0.73 2.31
H -2.33 -0.18 2.57
H -2.18 0.89 1.02
H -0.35 3.84 0.51
H 0.57 4.76 1.21
O 0.57 3.84 0.81
```

Its SMILES is CCC(C)CC.O. As for the energy above the lowest of the compared OMol25 structures with the same formula, charge and spin: 165.7 kJ/mol. As for the largest force on an atom: 3.3 eV/A. For the energy, the calculation gives -313.380412 Eh. The highest occupied orbital energy is -0.3819 hartree. As for the total charge: 0. The frontier orbital gap comes out at 0.4079 Eh. The LUMO energy comes out at 0.0261 Ha.

No. 7
Computed, not measured: 2 unconnected molecules or ions with the total composition C6H16O at a distorted geometry, with ωB97M-V/def2-TZVPD.

Structure (XYZ):
```
23
Properties=species:S:1:pos:R:3
C 0.41 3.23 -0.23
C 0.55 -3.15 0.42
C -0.22 1.84 -0.23
C 1.18 -1.76 0.42
C 0.79 0.74 0.09
C 0.17 -0.66 0.10
H 1.21 3.28 -0.98
H 0.85 3.45 0.76
H -0.34 4.00 -0.46
H 1.30 -3.92 0.66
H 0.11 -3.37 -0.57
H -0.25 -3.20 1.18
H -1.04 1.81 0.52
H -0.67 1.64 -1.22
H 1.99 -1.73 -0.33
H 1.63 -1.56 1.41
H 1.60 0.77 -0.66
H 1.24 0.94 1.09
H -0.64 -0.69 0.85
H -0.28 -0.86 -0.89
O -3.39 0.07 -0.72
H -2.44 -0.04 -0.51
H -3.75 -0.84 -0.71
```

Its SMILES is CCCCCC.O. As for the energy above the lowest of the compared OMol25 structures with the same formula, charge and spin: 0.0 kJ/mol. As for the largest force on an atom: 1.2 eV/A. For the energy, the calculation gives -313.443541 Eh. The highest occupied orbital energy is -0.4086 hartree. As for the total charge: 0. The frontier orbital gap comes out at 0.4421 Eh. The LUMO energy comes out at 0.0335 Ha.

No. 8
Computed, not measured: 2 unconnected molecules or ions with the total composition C6H16O at a distorted geometry, with ωB97M-V/def2-TZVPD.

Structure (XYZ):
```
23
Properties=species:S:1:pos:R:3
C 0.00 0.00 0.00
C 4.82 -3.71 -1.57
C 0.91 -0.31 -1.22
C 3.29 -3.52 -1.71
C 1.40 -1.84 -1.38
C 2.93 -2.08 -1.45
H 0.51 -0.37 0.91
H -1.02 -0.43 -0.03
H -0.08 1.10 0.06
H 5.18 -3.31 -0.60
H 5.34 -3.18 -2.38
H 5.09 -4.78 -1.62
H 0.43 -0.06 -2.19
H 1.71 0.43 -1.04
H 2.91 -4.20 -0.92
H 2.98 -3.94 -2.69
H 1.04 -2.47 -0.55
H 0.96 -2.24 -2.32
H 3.44 -1.46 -2.21
H 3.35 -1.83 -0.46
O 6.53 -7.52 -1.72
H 6.29 -7.75 -0.79
H 5.68 -7.32 -2.16
```

Its SMILES is CCCCCC.O. As for the energy above the lowest of the compared OMol25 structures with the same formula, charge and spin: 55.3 kJ/mol. As for the largest force on an atom: 1.9 eV/A. For the energy, the calculation gives -313.422474 Eh. The highest occupied orbital energy is -0.3970 hartree. As for the total charge: 0. The frontier orbital gap comes out at 0.4269 Eh. The LUMO energy comes out at 0.0300 Ha.